[1]
Density functional theory data (the ωB97M-V functional and the def2-TZVPD basis) for a molecular structure, C4H38BO27 in a non-equilibrium geometry.

Structure (XYZ):
```
70
Properties=species:S:1:pos:R:3:forces:R:3:mulliken_charge:R:1
O 13.53200 20.64800 -22.66700 -1.5 -2.6 1.0 -0.655
O 16.09900 19.72700 -25.65700 1.3 -5.6 -1.3 -0.491
O 16.71600 13.63400 -27.65000 -0.5 -0.1 -0.3 -0.746
O 15.53500 13.66600 -24.78200 0.1 -0.1 -0.8 -0.735
O 15.61600 18.59600 -27.77200 1.3 5.2 2.2 -0.495
O 14.81500 15.52700 -26.54700 -0.5 1.8 -1.3 -0.450
O 11.82100 17.73100 -29.04100 -0.2 -0.5 0.6 -0.781
O 13.90000 19.63300 -26.42500 0.2 -2.8 -1.7 -0.330
O 13.42500 12.77900 -26.85500 0.5 -0.6 -1.6 -0.706
O 17.16000 20.86000 -22.77900 0.7 -1.0 1.5 -0.697
O 12.72600 18.00100 -23.88700 -2.6 -3.4 1.0 -0.893
O 16.07000 21.80300 -25.12700 -0.9 -0.3 0.3 -0.865
O 14.93600 17.54800 -25.77300 -0.2 3.3 2.3 1.480
O 11.78900 23.57900 -23.69600 -0.3 -0.7 0.7 -0.761
O 15.04600 16.92600 -29.01500 0.5 -0.4 -0.6 -0.723
O 10.77900 20.10200 -27.63200 0.5 1.3 0.7 -0.737
O 11.96400 17.41500 -26.53500 -1.5 -1.1 1.0 -0.733
O 14.47900 15.78700 -23.33500 -0.4 -1.1 2.2 -0.601
O 12.24600 14.91900 -25.12600 0.8 0.4 0.4 -0.674
O 10.89800 20.54800 -24.59600 -1.4 0.5 -0.9 -0.564
O 13.14300 21.45500 -25.55400 4.0 -0.5 -1.1 -0.675
O 15.42200 18.80300 -22.86800 -0.1 -0.3 0.1 -0.975
O 17.81100 15.91800 -26.36300 -2.6 0.7 -0.6 -0.623
O 10.30700 23.00800 -26.08500 -0.6 2.4 0.9 -0.675
O 14.11300 14.13900 -29.19900 2.2 0.2 -0.9 -0.679
O 14.43200 23.15800 -23.09800 -0.2 -0.2 2.6 -0.674
O 17.38500 17.24200 -23.95600 0.1 1.0 1.4 -0.814
C 14.94900 16.73800 -26.72400 0.5 -5.9 1.1 0.771
C 15.28800 17.43200 -27.94200 -2.0 -5.0 -5.0 0.109
C 15.49300 20.76400 -25.46500 3.1 7.7 1.7 0.594
C 14.14000 20.73300 -25.86200 -8.0 2.9 1.8 0.541
B 15.14200 18.85300 -26.39600 1.1 0.4 0.4 0.953
H 15.82000 13.98000 -27.54900 -0.1 0.7 0.1 0.117
H 14.21200 15.69900 -22.38500 0.6 -0.5 -1.0 0.254
H 15.21000 14.29800 -25.45400 0.6 -0.6 0.2 0.284
H 12.86700 15.14200 -24.39400 0.2 -0.1 -0.6 0.287
H 11.43400 22.83900 -23.16000 0.3 0.6 -0.4 0.340
H 12.48600 18.39800 -29.09700 0.8 1.0 -1.1 0.377
H 14.96700 13.93700 -24.07800 -0.2 0.1 1.0 0.390
H 17.39000 21.59800 -22.21300 -0.1 0.0 0.1 0.295
H 13.23600 14.42600 -29.13700 -2.4 0.5 0.1 0.318
H 18.70200 15.73200 -26.23100 2.3 -0.5 0.4 0.271
H 13.68900 13.40800 -27.55100 0.2 -0.5 0.1 0.336
H 14.23800 19.98500 -22.49900 -0.2 1.3 -0.4 0.552
H 11.03600 19.21500 -27.83400 0.0 -0.9 -0.7 0.300
H 13.35700 18.63200 -23.77200 2.6 3.2 0.3 0.044
H 14.92100 23.24300 -23.86300 2.2 0.2 -2.6 0.341
H 10.81900 22.68800 -26.79100 0.8 -1.1 -1.3 0.293
H 11.42800 14.83600 -24.65600 -1.0 -0.2 0.2 0.276
H 12.21600 16.53100 -26.20700 0.7 -0.4 0.1 0.220
H 11.43800 23.38800 -24.57900 -0.1 0.1 -0.3 0.413
H 17.12500 16.76800 -24.73100 -0.2 -0.7 -0.9 0.338
H 12.47100 17.94700 -24.79700 -0.1 0.3 -1.0 0.372
H 13.80400 21.45300 -23.05300 1.5 1.4 -0.3 0.249
H 10.99000 17.24100 -26.53000 0.7 0.9 -0.1 0.349
H 13.01900 13.34900 -26.23700 -0.7 0.9 1.5 0.379
H 15.34500 18.18000 -22.13200 0.5 0.3 -0.1 0.286
H 16.23600 19.35800 -22.79500 -0.3 0.0 0.6 0.339
H 11.51600 20.39700 -27.05600 -0.7 -0.1 -0.2 0.372
H 13.56000 23.19800 -23.45900 -1.9 0.6 -0.2 0.414
H 14.08500 16.63100 -23.47600 -0.7 1.7 -1.1 0.078
H 10.65000 20.06500 -23.82000 0.7 -0.3 0.6 0.249
H 14.53800 14.95800 -29.54600 0.1 -0.6 0.6 0.337
H 9.96000 22.29400 -25.57900 -0.2 -1.4 0.3 0.331
H 16.88300 21.23400 -23.59300 -0.4 0.9 -1.6 0.393
H 11.82500 20.79300 -24.67600 0.3 -0.3 0.6 0.350
H 12.00800 17.52100 -28.09500 -0.4 -0.6 -0.7 0.477
H 16.44500 12.76000 -27.93500 0.6 -0.6 0.0 0.398
H 17.40700 15.09900 -26.68200 0.2 -0.3 0.0 0.300
H 16.59700 17.72000 -23.62400 0.7 -0.7 -0.7 0.584
```
Forces are in eV/Å.

The calculated total energy comes out at -2231.864836 Eh. The energy above the lowest of the compared OMol25 structures with the same formula, charge and spin is 2.077 eV. The value obtained for the gap between HOMO and LUMO is 9.05 eV. As for the charge: -1.

=====

[2]
Density functional theory data (the ωB97M-V functional and the def2-TZVPD basis) for a molecular structure, C30H35Br2N3O2STi in a non-equilibrium geometry.

Structure (XYZ):
```
74
Properties=species:S:1:pos:R:3:forces:R:3:mulliken_charge:R:1
Br 0.66704 0.69320 1.72582 0.0 0.1 0.0 -0.153
Br -2.54303 0.07584 -0.00658 -0.2 0.0 0.0 -0.086
Ti 0.22680 -1.07527 -0.53743 1.3 -0.5 -0.5 -0.384
S 1.44227 3.35453 -0.36614 0.1 0.0 0.1 -0.227
O 2.50729 -0.33664 -0.95100 -0.3 -0.2 -0.4 0.026
O -0.77019 -2.39222 -1.36890 0.1 -0.1 0.0 -0.509
N 3.13720 3.76854 1.62774 0.0 0.0 0.2 -0.064
N 0.08044 -1.91993 1.41008 -0.3 0.0 0.2 0.474
N -0.44854 0.64912 -1.68382 -0.1 0.0 0.2 0.885
C 5.40907 4.37340 1.53218 -0.1 0.0 0.0 -0.638
C 4.30912 4.05484 2.25576 0.0 0.0 -0.1 -0.275
C -2.38097 1.95851 -2.14433 0.1 0.0 0.0 -0.799
C -1.70935 0.98847 -1.43616 0.0 0.2 -0.2 0.128
C 0.68996 -5.64858 -1.79772 0.1 0.0 -0.1 0.889
C 1.90875 -6.25757 -2.04703 0.0 0.0 0.1 -0.723
C -0.57164 -2.54292 4.00831 0.0 0.0 0.1 -0.527
C 5.27622 4.40855 0.12326 0.1 0.0 0.0 -0.180
C 0.47159 3.02224 -4.43329 0.0 0.0 0.0 -1.389
C 4.09055 4.12097 -0.48153 -0.1 -0.1 0.0 -0.629
C -1.67639 2.60901 -3.14925 -0.1 0.1 0.0 -0.462
C 1.28922 -2.32713 -3.60303 0.0 0.0 -0.1 -1.512
C 2.93951 3.76129 0.27816 0.0 0.1 -0.2 0.206
C 3.08579 -2.55117 -0.03397 0.0 -0.3 -0.2 -1.746
C -0.35153 2.29527 -3.41304 0.1 -0.1 0.1 0.578
C 2.72651 -4.28622 -3.10298 0.0 0.0 0.0 -0.799
C -0.20559 -1.24320 3.68318 0.1 -0.2 -0.1 -0.925
C -0.28137 -3.16688 1.73486 0.0 0.0 0.1 -0.226
C -0.39175 -6.43716 -1.10867 0.0 0.0 0.0 -1.661
C 4.28787 -6.25079 -2.88042 0.0 0.0 0.0 -1.600
C 0.49032 -4.30003 -2.18565 0.0 -0.1 0.0 1.567
C 2.06670 -1.61761 -0.57688 -0.6 0.7 0.3 1.576
C 1.51574 -3.63985 -2.89736 0.0 0.0 0.0 1.008
C -0.73709 -3.65033 -1.81016 -0.1 0.3 0.2 -1.934
C -0.95879 -4.96124 3.34401 0.0 0.0 0.1 -1.391
C 3.67536 0.22480 -0.35851 0.0 0.1 0.2 -0.815
C 0.22153 1.29186 -2.64259 0.0 0.0 0.0 -0.729
C -0.59887 -3.53711 3.03612 0.0 0.0 -0.2 0.712
C 0.13993 -1.00949 2.37224 -0.1 0.1 0.2 0.329
C 2.95566 -5.58730 -2.67329 0.0 0.1 0.0 0.643
H 6.13030 4.67543 -0.48590 0.0 0.0 0.0 0.407
H 0.02089 -7.33649 -0.65329 0.0 0.0 0.0 0.380
H 2.19827 -1.72346 -3.60875 0.0 0.0 0.0 0.289
H 3.98383 4.15540 -1.55547 0.0 0.0 0.0 0.411
H -1.67921 -4.17759 -1.73117 0.0 -0.1 0.0 0.485
H 0.48874 -1.73744 -3.16430 0.0 0.0 -0.1 0.086
H -0.32912 -3.87343 0.91348 0.0 0.0 0.0 0.015
H 3.59298 0.26299 0.73170 0.0 0.0 0.0 0.366
H 2.64409 -3.54398 0.06216 0.0 0.0 0.0 0.334
H 1.01918 2.32626 -5.06843 0.0 0.0 0.0 0.363
H 1.19900 3.66135 -3.92928 0.0 0.0 0.0 0.246
H 3.96200 -2.65442 -0.68121 0.0 0.0 -0.1 0.448
H 4.28234 4.01461 3.33455 0.0 0.0 0.0 0.402
H 1.25362 0.98991 -2.77195 0.0 0.0 0.0 0.427
H 4.87703 -6.24603 -1.96038 0.0 0.0 0.0 0.289
H -2.17025 3.38197 -3.72549 0.0 0.0 0.0 0.419
H -3.40713 2.20124 -1.91368 0.0 0.0 0.0 0.483
H -1.54375 -5.40125 2.53712 0.0 0.0 0.0 0.352
H 3.75934 1.23552 -0.75063 0.0 0.0 0.0 0.028
H -0.84366 -2.78217 5.02891 0.0 0.0 0.0 0.445
H 2.05102 -7.28476 -1.72729 0.0 0.0 0.0 0.410
H 3.43641 -2.23061 0.95415 0.0 0.0 0.0 0.427
H 1.01375 -2.52241 -4.64307 0.0 0.0 0.0 0.536
H -0.15236 3.64732 -5.06914 0.0 0.0 0.0 0.399
H 6.34005 4.60006 2.02708 0.0 0.0 0.0 0.420
H -0.05884 -5.56561 3.46838 0.0 0.0 0.0 0.281
H 2.32394 3.55180 2.18802 0.0 0.0 0.0 0.259
H 3.50501 -3.76427 -3.65089 0.0 0.0 0.0 0.363
H -1.16778 -6.75224 -1.81082 0.0 0.0 0.0 0.353
H -0.17832 -0.44925 4.41426 0.0 0.0 0.0 0.502
H 4.86775 -5.73670 -3.64636 0.0 0.0 0.0 0.364
H 4.55742 -0.35261 -0.63584 0.0 0.0 0.0 0.350
H 4.17299 -7.29139 -3.18487 0.0 0.0 0.0 0.399
H -1.53779 -5.03192 4.26316 0.0 0.0 0.0 0.417
H -0.89161 -5.86077 -0.32758 0.0 0.0 0.0 0.206
```
Forces are in eV/Å.

The spin multiplicity is 2. The calculated total energy comes out at -7874.387039 Eh. The energy above the lowest of the compared OMol25 structures with the same formula, charge and spin is 0.693 eV. The value obtained for the gap between HOMO and LUMO (alpha / beta) is 5.84 / 6.67 eV. As for the charge: +1. The expectation value of S² is 0.799.

=====

[3]
Density functional theory data (the ωB97M-V functional and the def2-TZVPD basis) for a gas-phase ion, C3H4NO2 (charge +1) in a non-equilibrium geometry.

Structure (XYZ):
```
10
Properties=species:S:1:pos:R:3:forces:R:3:mulliken_charge:R:1
O 1.88861 2.32450 -1.24613 0.1 -1.2 0.7 -0.401
O 1.99433 0.16727 -0.39327 2.4 0.0 0.2 -0.417
N -1.26343 -0.86219 0.48696 2.5 3.9 0.7 -0.224
C -0.65625 0.17935 0.07245 -0.7 -1.8 0.4 0.429
C 1.48145 1.33046 -0.73490 -1.6 0.2 -0.2 0.585
C -0.02325 1.19557 -0.33392 0.9 0.7 -0.8 -0.364
H -0.50034 2.10525 -0.55015 -1.1 1.2 0.2 0.462
H -1.65258 -1.53075 -0.03424 -2.0 -2.8 -3.6 0.257
H 2.98649 0.22649 -0.36371 -0.8 -0.2 -0.3 0.385
H -1.13878 -1.21955 1.38088 0.3 0.0 2.7 0.289
```
Forces are in eV/Å.

The calculated total energy comes out at -321.616405 Eh. The energy above the lowest of the compared OMol25 structures with the same formula, charge and spin is 1.360 eV. The value obtained for the gap between HOMO and LUMO is 10.38 eV. As for the charge: +1. The SMILES is [NH2+]=C=CC(=O)O.

=====

[4]
Density functional theory data (the ωB97M-V functional and the def2-TZVPD basis) for a gas-phase ion, C4H8N3S (charge +1) in a non-equilibrium geometry.

Structure (XYZ):
```
16
Properties=species:S:1:pos:R:3:forces:R:3:mulliken_charge:R:1
S 0.24361 -3.24940 0.38297 0.1 1.3 -1.3 -0.084
N -0.13625 2.76149 -0.40847 -3.2 -3.8 -0.7 -0.544
N -1.59725 0.91419 -0.02366 1.2 -0.6 0.5 -0.747
N -0.42335 1.32109 -0.12669 0.2 4.3 0.0 0.897
C -0.72520 -1.65275 0.19705 -2.3 -1.7 1.7 -0.623
C 0.43399 -0.81858 0.09163 0.1 0.1 -0.1 0.192
C 0.67721 0.49577 -0.05768 -1.3 -1.4 -0.5 -0.154
C 1.44669 -1.86544 0.06378 1.2 -0.7 -0.8 -0.680
H -1.04994 3.18525 -0.43661 0.2 0.5 0.0 0.252
H -2.31009 1.58874 0.25072 0.3 0.6 -0.6 0.279
H 0.63126 3.29971 -0.11843 1.5 0.0 1.1 0.254
H -1.50682 -1.43548 -0.52630 0.2 -0.5 -0.8 0.415
H 2.03263 -1.89279 -0.91545 -0.5 -0.2 1.5 0.388
H 1.62762 0.74531 -0.42858 0.9 1.3 -0.2 0.419
H -1.36208 -1.71340 1.09964 0.4 1.1 0.1 0.358
H 2.01798 -1.68370 0.95608 1.1 -0.3 0.1 0.378
```
Forces are in eV/Å.

The calculated total energy comes out at -719.243155 Eh. The energy above the lowest of the compared OMol25 structures with the same formula, charge and spin is 5.651 eV. The value obtained for the gap between HOMO and LUMO is 6.77 eV. As for the charge: +1. The SMILES is [H]/N=[N+](\N)C=C1CSC1.

=====

[5]
Density functional theory data (the ωB97M-V functional and the def2-TZVPD basis) for a molecular structure, C2H3BrI2 in a non-equilibrium geometry.

Structure (XYZ):
```
8
Properties=species:S:1:pos:R:3:forces:R:3:mulliken_charge:R:1
I 0.46993 -0.44497 0.81032 0.5 -0.1 -0.1 0.414
I -1.97092 2.42628 0.54373 0.1 -0.8 -0.7 0.148
Br -2.93969 -0.82505 0.63026 -0.2 0.0 0.4 -0.061
C -1.66791 0.39844 -0.10563 0.0 -0.5 0.2 -0.751
C 2.37116 -0.65171 0.07960 0.0 3.6 1.9 -0.742
H -1.64322 0.04424 -1.14700 0.2 1.3 0.2 0.434
H 2.91208 0.33076 -0.10303 -0.7 -1.2 0.5 0.244
H 2.46858 -1.27798 -0.70826 0.2 -2.2 -2.3 0.313
```
Forces are in eV/Å.

The calculated total energy comes out at -3247.239536 Eh. The energy above the lowest of the compared OMol25 structures with the same formula, charge and spin is 3.895 eV. The value obtained for the gap between HOMO and LUMO (alpha / beta) is 7.14 / 7.41 eV. As for the charge: 0.

=====

Q: The lowest calculated total energy belongs to which entry?
A: C30H35Br2N3O2STi